# 1
Formula: HIN3P
Source: OMol25
Level of theory: ωB97M-V/def2-TZVPD

Output
Gap between HOMO and LUMO ... 9.7 eV

```
6
Properties=species:S:1:pos:R:3:nbo_charge:R:1
N 0.2322 1.5161 -0.5233 0.083
N -0.6747 1.4163 0.1066 -0.080
N -2.5067 -0.7544 -0.4785 -0.924
P -1.5855 -0.4420 0.6178 0.899
I 1.8917 -1.5250 0.3522 -0.077
H 2.6429 -0.2110 -0.0747 0.099
```


# 2
Formula: HIOS
Source: OMol25
Level of theory: ωB97M-V/def2-TZVPD

Output
Gap between HOMO and LUMO (alpha / beta) ... 7.5 / 6.5 eV

```
4
Properties=species:S:1:pos:R:3:nbo_charge:R:1
O -0.6011 -0.2552 1.3206 -0.816
S -0.4096 1.1576 0.6063 0.360
I 1.3885 0.2274 -2.6927 -0.049
H -0.3777 -1.1298 0.7658 0.506
```


# 3
Formula: HN2O2S
Source: OMol25
Level of theory: ωB97M-V/def2-TZVPD

Output
Gap between HOMO and LUMO ... 7.6 eV
Total charge ... -1

```
6
Properties=species:S:1:pos:R:3:nbo_charge:R:1
N -1.5261 -0.1671 -1.6681 -0.862
N 1.8425 0.6438 -2.3596 0.248
O 1.4907 0.5730 -1.1525 -0.585
O 3.1316 0.6696 -2.6097 -0.575
S -0.5241 -0.7195 -0.8045 0.849
H -0.4088 0.1915 0.3186 -0.075
```


# 4
Formula: HN2O2S
Source: OMol25
Level of theory: ωB97M-V/def2-TZVPD

Output
Gap between HOMO and LUMO (alpha / beta) ... 7.2 / 7.2 eV
Total charge ... -1

```
6
Properties=species:S:1:pos:R:3:nbo_charge:R:1
N -0.7934 -0.8924 -1.0296 -0.815
N 0.0379 -0.3557 1.1824 0.315
O 0.3040 0.8254 0.9323 -0.543
O 0.3496 -0.8997 2.2438 -0.524
S -0.6376 0.5426 -1.3171 0.697
H 0.7396 0.7798 -2.0118 -0.131
```


# 5
Formula: HN2O3P
Source: OMol25
Level of theory: ωB97M-V/def2-TZVPD

Output
Gap between HOMO and LUMO ... 8.2 eV
Structure (SMILES) ... O=NP[N+](=O)[O-]

```
7
Properties=species:S:1:pos:R:3:nbo_charge:R:1
O -1.8648 -1.5735 -0.1214 -0.224
N -0.9916 -0.8113 -0.3808 0.014
P -0.4872 0.5928 0.8637 0.639
N 1.0446 0.1891 0.0062 0.333
O 1.2142 -1.0183 -0.0982 -0.364
O 1.7690 1.1016 -0.1888 -0.347
H -0.6843 1.5195 -0.0807 -0.051
```


# 6
Formula: HN2O4S
Source: OMol25
Level of theory: ωB97M-V/def2-TZVPD

Output
Gap between HOMO and LUMO ... 9.1 eV
Total charge ... -1

```
8
Properties=species:S:1:pos:R:3:nbo_charge:R:1
N 1.6614 0.9517 -0.2355 0.447
N 1.4948 0.8301 -1.3314 -0.088
O -0.6007 0.8228 0.4975 -1.032
O 2.0074 1.1307 0.8500 -0.374
O -2.4944 -0.8176 0.3211 -1.025
O -0.5515 -0.9715 -1.2716 -1.004
S -1.0478 -0.5333 0.0706 2.200
H -0.4693 -1.4129 1.0992 -0.124
```


# 7
Formula: HN3O
Source: OMol25
Level of theory: ωB97M-V/def2-TZVPD

Output
Multiplicity ... 3
⟨S²⟩ ... 2.01
Gap between HOMO and LUMO (alpha / beta) ... 10.4 / 12.2 eV

```
5
Properties=species:S:1:pos:R:3:nbo_charge:R:1
N -1.6855 -1.1410 -0.0255 0.002
N -0.7651 -0.9387 0.5418 -0.024
N 0.5219 0.7930 0.0332 -0.131
O 0.6757 0.6862 -1.1659 -0.191
H 1.2531 0.6005 0.6163 0.343
```


# 8
Formula: HN3O3
Source: OMol25
Level of theory: ωB97M-V/def2-TZVPD

Output
Gap between HOMO and LUMO (alpha / beta) ... 6.5 / 6.5 eV
Total charge ... -2

```
7
Properties=species:S:1:pos:R:3:nbo_charge:R:1
N -0.1139 0.8076 -0.1267 0.084
N -0.2590 0.3776 0.9424 -0.129
N -0.4826 1.2610 -1.2750 0.388
O 1.0143 -2.9144 2.4590 -1.392
O -0.4645 0.3320 -2.2105 -0.673
O -0.1421 2.4634 -1.6122 -0.671
H 0.4478 -2.3271 1.8230 0.393
```


# 9
Formula: HN3O4
Source: OMol25
Level of theory: ωB97M-V/def2-TZVPD

Output
Gap between HOMO and LUMO ... 10.4 eV

```
8
Properties=species:S:1:pos:R:3:nbo_charge:R:1
N -0.3411 -0.1029 -0.4019 -0.274
N 0.8018 0.3384 -0.0770 0.588
N -1.1999 -0.5475 0.6256 0.613
O 1.4701 0.2565 0.8863 -0.258
O -0.9217 -0.1902 1.7485 -0.354
O 1.4140 0.9401 -1.1891 -0.483
O -2.1274 -1.2312 0.2953 -0.324
H 0.9041 0.5368 -1.8877 0.492
```


# 10
Formula: HN4O3
Source: OMol25
Level of theory: ωB97M-V/def2-TZVPD

Output
Gap between HOMO and LUMO (alpha / beta) ... 7.4 / 7.4 eV
Total charge ... -1

```
8
Properties=species:S:1:pos:R:3:nbo_charge:R:1
N 0.7211 1.2248 -0.2515 -0.288
N -2.1679 0.1716 -0.0579 0.319
N -1.0655 -0.0649 -0.2048 0.047
N 1.6047 0.4917 -0.1035 0.499
O 1.1174 -1.3978 0.1156 -1.127
O -3.1046 0.9307 0.1993 -0.461
O 2.7211 0.1788 0.0467 -0.391
H 0.1738 -1.5350 0.2561 0.402
```


# 11
Formula: HNO2
Source: OMol25
Level of theory: ωB97M-V/def2-TZVPD

Output
Gap between HOMO and LUMO ... 10.9 eV
Structure (SMILES) ... O=NO

```
4
Properties=species:S:1:pos:R:3:nbo_charge:R:1
O 0.0250 1.1734 -0.9708 -0.248
N -0.3421 0.5828 -0.0470 0.356
O 0.2423 -0.7076 0.0580 -0.588
H 0.0747 -1.0486 0.9598 0.479
```


# 12
Formula: HNO2S2
Source: OMol25
Level of theory: ωB97M-V/def2-TZVPD

Output
Gap between HOMO and LUMO (alpha / beta) ... 6.8 / 6.8 eV

```
6
Properties=species:S:1:pos:R:3:nbo_charge:R:1
N 0.5014 -0.3715 -0.2120 -0.935
O 0.1193 -2.5357 -0.5540 -0.871
O 0.8545 -0.6884 -2.7732 -0.786
S 0.7286 -1.8204 0.8569 0.642
S -0.1611 -1.0237 -1.8418 1.573
H -0.1439 0.1322 0.3933 0.377
```


# 13
Formula: HNO3P2
Source: OMol25
Level of theory: ωB97M-V/def2-TZVPD

Output
Gap between HOMO and LUMO (alpha / beta) ... 7.9 / 7.8 eV
Structure (SMILES) ... O=N[P@]1(=O)OP1

```
7
Properties=species:S:1:pos:R:3:nbo_charge:R:1
O -1.6409 1.3264 0.6283 -0.191
N -0.9000 0.5006 1.0401 -0.145
P -0.3887 -0.5779 -0.2346 1.964
O -1.3197 -0.8985 -1.2896 -1.010
O 0.7536 -1.4300 0.2962 -0.958
P 1.5861 0.2076 -0.7664 0.400
H 1.9095 0.8719 0.3260 -0.060
```


# 14
Formula: HNO4S
Source: OMol25
Level of theory: ωB97M-V/def2-TZVPD

Output
Gap between HOMO and LUMO ... 10.3 eV

```
7
Properties=species:S:1:pos:R:3:nbo_charge:R:1
N 1.4742 -0.2695 0.1333 0.384
O -2.7769 -0.4432 -0.7797 -0.794
O -1.1410 1.3325 -0.0894 -0.864
O 0.8501 -1.2693 0.3916 -0.383
O 2.6769 -0.1374 0.1447 -0.345
S -1.9393 0.1618 0.2380 1.659
H 0.8560 0.6250 -0.0385 0.344
```


# 15
Formula: HNO4S
Source: OMol25
Level of theory: ωB97M-V/def2-TZVPD

Output
Gap between HOMO and LUMO (alpha / beta) ... 9.3 / 6.8 eV

```
7
Properties=species:S:1:pos:R:3:nbo_charge:R:1
N -3.7049 1.6434 0.0932 0.190
O -3.7419 0.5823 -0.2570 -0.142
O -2.6363 -0.5907 0.8557 -0.782
O 0.1633 -0.6462 0.0346 -0.424
O -0.8717 -1.0077 -0.8886 -0.470
S -2.1162 -1.5681 -0.1172 1.160
H -0.1083 0.2313 0.3202 0.466
```


# 16
Formula: HNOS2
Source: OMol25
Level of theory: ωB97M-V/def2-TZVPD

Output
Gap between HOMO and LUMO (alpha / beta) ... 4.1 / 3.9 eV

```
5
Properties=species:S:1:pos:R:3:nbo_charge:R:1
N -2.2174 0.4424 0.3864 -0.657
O -0.8044 -1.6413 -0.2671 -0.836
S 2.2753 1.1672 -0.2173 0.034
S -1.1534 -0.1943 -0.3827 1.390
H 1.8999 0.2261 0.4807 0.069
```


# 17
Formula: HO2PS
Source: OMol25
Level of theory: ωB97M-V/def2-TZVPD

Output
Gap between HOMO and LUMO (alpha / beta) ... 6.2 / 6.2 eV

```
5
Properties=species:S:1:pos:R:3:nbo_charge:R:1
O -0.8543 -1.4799 0.1555 -0.965
O -0.5148 0.7765 -1.0230 -0.934
P -1.3396 -0.1203 -0.1309 1.625
S 1.6379 -0.1046 0.1349 0.146
H 1.0708 0.9283 0.8635 0.128
```


# 18
Formula: HO2PtS
Source: OMol25
Level of theory: ωB97M-V/def2-TZVPD

Output
Multiplicity ... 3
⟨S²⟩ ... 2.00
Gap between HOMO and LUMO (alpha / beta) ... 6.5 / 8.0 eV
Total charge ... +1

```
5
Properties=species:S:1:pos:R:3:nbo_charge:R:1
S 0.3327 -1.3344 0.8125 1.715
O 0.5558 -0.0826 0.0259 -0.905
Pt -0.3906 1.3106 -0.5425 0.931
O -0.8613 -1.2722 1.6389 -0.702
H 0.3634 1.3786 -1.9348 -0.040
```


# 19
Formula: HO2RhS
Source: OMol25
Level of theory: ωB97M-V/def2-TZVPD

Output
Multiplicity ... 5
⟨S²⟩ ... 6.01
Gap between HOMO and LUMO (alpha / beta) ... 10.2 / 7.4 eV
Total charge ... +2

```
5
Properties=species:S:1:pos:R:3:nbo_charge:R:1
S 1.6580 0.5321 0.1190 1.842
O 0.1793 0.5558 0.2250 -0.946
Rh -1.4650 -0.4628 0.0899 1.659
O 2.2680 -0.7225 0.4970 -0.572
H -2.6402 0.0974 -0.9309 0.018
```


# 20
Formula: HO3PS2
Source: OMol25
Level of theory: ωB97M-V/def2-TZVPD

Output
Gap between HOMO and LUMO (alpha / beta) ... 6.7 / 6.7 eV

```
7
Properties=species:S:1:pos:R:3:nbo_charge:R:1
O 1.1518 0.1142 1.1336 -0.873
O 0.9051 0.2127 -1.2011 -0.866
O -2.1811 0.4939 0.2945 -0.807
P 0.1173 -0.7048 0.0632 1.583
S 0.4351 -2.6644 -0.0234 -0.323
S 1.4974 1.2806 -0.0251 0.846
H -1.9257 1.2677 -0.2418 0.439
```